No. 1
Molecular formula: C3H7N2O
Method: DFT, ωB97M-V/def2-TZVPD

Positions of all 13 atoms, in Å:
O (-0.2533, -1.3920, -1.7587)
C (0.5492, -2.0873, -1.3319)
H (1.8480, -3.3763, -0.3597)
N (0.2580, 0.8091, -0.0854)
H (1.3372, 0.8784, -0.1128)
C (-0.4211, 0.7193, -1.1138)
H (-1.5179, 0.7890, -1.1627)
H (0.1164, -0.0918, 1.7972)
N (1.4070, -2.5650, -0.6998)
C (-0.4550, 0.4788, 1.1194)
H (0.1232, 0.8675, -2.0583)
H (-1.3517, -0.2312, 0.9272)
H (-0.8575, 1.4772, 1.4216)

Cartesian forces (eV/Å) of the 2 atoms listed first:
-2.84 1.36 -2.23
1.13 -0.90 1.41

## Properties
- Kohn-Sham gap (Eh) = 0.411
- total charge = +1
- energy relative to the best compared isomer or geometry (same formula, charge and spin) (kcal/mol) = 54.0
- E (hartree) = -302.9540

No. 2
Molecular formula: C3H7N2O
Method: DFT, ωB97M-V/def2-TZVPD

Positions of all 13 atoms, in Å:
C (-2.0615, 1.1018, 0.5489)
C (2.1115, -1.0827, -0.1896)
O (0.9248, 1.1049, -0.9510)
N (-1.5587, 0.6489, -0.5253)
H (0.1143, -1.0240, 1.1395)
H (-0.5742, 0.9128, -0.8991)
H (-2.8864, 0.6681, 1.0978)
N (0.7055, -0.8307, 0.3589)
C (1.2209, 0.1025, -0.2885)
H (2.9887, -1.1841, 0.5103)
H (-1.8697, -0.2751, -0.8914)
H (2.2727, -1.9177, -0.9858)
H (-1.3881, 1.7754, 1.0752)

Cartesian forces (eV/Å) of the 2 atoms listed first:
1.80 -0.25 0.50
1.40 -1.83 0.06

## Properties
- Kohn-Sham gap (Eh) = 0.353
- total charge = +1
- energy relative to the best compared isomer or geometry (same formula, charge and spin) (kcal/mol) = 89.9
- E (hartree) = -302.8968

No. 3
Molecular formula: C3H7N2O
Method: DFT, ωB97M-V/def2-TZVPD

Positions of all 13 atoms, in Å:
H (-0.5824, -1.5396, -1.1949)
H (-1.9402, -1.6463, -0.0914)
C (-1.1658, -0.9788, -0.4671)
H (0.1249, -1.3910, 1.2136)
H (0.9415, 2.2861, -0.8372)
H (-0.5993, 2.0024, -0.1814)
C (-0.3190, -0.5287, 0.7115)
H (-0.9115, 0.0363, 1.4372)
N (0.4032, 1.9135, -0.0697)
O (2.9824, -0.4476, 0.0606)
N (1.9415, 0.0410, 0.1517)
C (0.7736, 0.3983, 0.2361)
H (-1.6489, -0.1457, -0.9691)

Cartesian forces (eV/Å) of the 2 atoms listed first:
0.05 0.02 -0.03
-0.03 0.04 0.01

## Properties
- Kohn-Sham gap (alpha / beta) (Eh) = 0.293 / 0.293
- total charge = +1
- energy relative to the best compared isomer or geometry (same formula, charge and spin) (kcal/mol) = 122.6
- E (hartree) = -302.8447

No. 4
Molecular formula: C3H7N2O
Method: DFT, ωB97M-V/def2-TZVPD

Positions of all 13 atoms, in Å:
C (0.6132, 1.1499, -1.6377)
H (-1.4008, -1.2640, -0.9193)
H (1.6835, 1.2064, -1.6849)
H (1.4285, 0.2974, 2.5867)
H (0.5989, -1.5814, 0.6629)
O (-0.3062, 1.5935, -2.2814)
H (-0.2468, 1.0937, 1.8786)
N (0.4203, 0.5150, 1.4490)
C (0.0835, -0.6240, 0.5145)
H (-1.9405, 0.4943, -0.0391)
C (-1.1410, -0.3079, -0.3701)
H (1.2839, 1.0773, 1.2277)
N (0.3611, 0.0127, -0.8575)

Cartesian forces (eV/Å) of the 2 atoms listed first:
-1.82 -1.26 -0.30
-0.55 1.58 0.82

## Properties
- Kohn-Sham gap (Eh) = 0.281
- total charge = +1
- energy relative to the best compared isomer or geometry (same formula, charge and spin) (kcal/mol) = 162.6
- E (hartree) = -302.7809

No. 5
Molecular formula: C3H7N2O2
Method: DFT, ωB97M-V/def2-TZVPD

Positions of all 14 atoms, in Å:
C (0.8916, -1.3931, -0.0591)
H (-1.0308, 1.9213, -1.2473)
C (-0.9738, 0.1427, -0.0562)
H (0.7570, 1.3801, -0.8326)
H (-1.9008, 0.5669, 0.4304)
O (1.9013, -1.8897, 0.6932)
N (-0.0473, -0.5774, 0.7248)
H (0.5209, 0.0525, 1.3237)
H (-0.4094, 3.4353, 0.2808)
C (-0.2859, 1.5267, -0.5013)
O (-1.4110, -0.4659, -1.1595)
H (1.3289, -0.6903, -0.8432)
H (0.2468, -2.1461, -0.5185)
N (-0.1445, 2.4845, 0.5511)

Cartesian forces (eV/Å) of the 2 atoms listed first:
1.70 -1.02 2.42
1.21 -0.52 -0.11

## Properties
- Kohn-Sham gap (Eh) = 0.174
- total charge = -1
- energy relative to the best compared isomer or geometry (same formula, charge and spin) (kcal/mol) = 167.5
- E (hartree) = -378.3112

No. 6
Molecular formula: C3H7N2O2
Method: DFT, ωB97M-V/def2-TZVPD

Positions of all 14 atoms, in Å:
N (2.1814, -0.3445, 0.4906)
H (2.9937, -0.2199, 1.1218)
H (-0.7290, 1.5630, 0.1990)
H (-0.3483, 0.2626, -1.8011)
N (-0.3064, -0.3681, -1.0261)
C (-1.7652, -1.2246, -0.9468)
H (-1.4707, -2.1203, -0.2150)
C (1.2458, 0.6169, 0.6542)
C (-0.2028, 0.5395, 0.2407)
H (-1.9317, -1.3908, -2.0424)
H (-0.8890, -0.0072, 1.1103)
O (1.6365, 1.6068, 1.2376)
O (-2.6961, -0.5585, -0.5036)
H (2.0603, -1.0768, -0.1855)

Cartesian forces (eV/Å) of the 2 atoms listed first:
0.33 -0.87 0.18
-0.88 -0.29 -1.23

## Properties
- Kohn-Sham gap (Eh) = 0.258
- total charge = -1
- energy relative to the best compared isomer or geometry (same formula, charge and spin) (kcal/mol) = 65.4
- E (hartree) = -378.4738

No. 7
Molecular formula: C3H7N2O2
Method: DFT, ωB97M-V/def2-TZVPD

Positions of all 14 atoms, in Å:
H (-2.8893, -1.9433, 1.5873)
O (0.5966, -0.6801, -1.1484)
C (2.6747, 0.8204, -1.9225)
H (1.5592, -0.2009, -1.6105)
O (-1.4420, -0.9347, 0.3877)
H (-2.2211, -0.2226, 2.3275)
H (2.3744, 1.6081, 0.0900)
C (-2.4942, -0.8611, 1.3613)
N (0.5870, 0.0469, -0.0525)
N (-0.4164, -0.0939, 0.6585)
H (-3.2997, -0.2448, 0.7578)
H (2.8687, 0.6959, -2.9410)
H (-0.3570, 0.6260, 1.4198)
C (2.4590, 1.3841, -0.9150)

Cartesian forces (eV/Å) of the 2 atoms listed first:
1.09 2.26 -0.36
1.56 1.58 0.86

## Properties
- Kohn-Sham gap (Eh) = 0.394
- total charge = +1
- energy relative to the best compared isomer or geometry (same formula, charge and spin) (kcal/mol) = 188.9
- E (hartree) = -377.9528

No. 8
Molecular formula: C3H7N2O2
Method: DFT, ωB97M-V/def2-TZVPD

Positions of all 14 atoms, in Å:
O (0.8940, -0.8692, 0.9734)
N (-2.1851, -1.2070, 0.0867)
H (0.8513, 2.1020, -0.5924)
H (0.8970, -1.5594, -1.0280)
C (0.3218, 0.0877, 0.1140)
O (-2.0712, 1.0908, 0.0819)
H (2.3536, -0.5732, -0.5904)
H (1.0783, 1.8403, 1.1586)
C (-1.6217, -0.0422, 0.0845)
H (-1.7719, -2.2109, 0.0925)
C (1.2277, -0.8410, -0.4305)
H (-3.1644, -1.1572, 0.1762)
H (-0.4214, 2.1147, 0.3647)
N (0.5164, 1.5584, 0.2441)

Cartesian forces (eV/Å) of the 2 atoms listed first:
-0.24 1.22 -0.45
1.07 -3.33 0.02

## Properties
- Kohn-Sham gap (Eh) = 0.393
- total charge = +1
- energy relative to the best compared isomer or geometry (same formula, charge and spin) (kcal/mol) = 63.1
- E (hartree) = -378.1532